[1]
{"formula": "C6H11N3O", "method": "the ωB97M-V functional and the def2-TZVPD basis", "elements": ["H", "C", "C", "N", "H", "H", "N", "H", "C", "H", "H", "C", "C", "H", "H", "H", "H", "H", "O", "N", "C"], "positions_angstrom": [[-0.86, 0.25, 1.66], [3.38, -0.75, 1.69], [-2.37, -0.42, -2.59], [-1.47, 0.26, 0.86], [1.30, 1.17, -0.17], [3.41, -0.53, 2.76], [-2.86, 1.12, -0.62], [-1.50, -1.01, -2.87], [-1.27, -0.42, -0.32], [4.24, -0.21, 1.28], [2.99, 0.94, -0.37], [-2.41, 1.19, 0.61], [2.10, -0.17, 1.16], [-2.49, 0.32, -3.38], [3.39, -1.81, 1.50], [-0.70, -1.33, -0.37], [-2.58, 2.04, 1.27], [-3.27, -1.00, -2.68], [1.01, -0.44, 1.66], [2.14, 0.70, 0.13], [-2.18, 0.09, -1.20]], "total_charge": 0, "smiles": "Cc1c[nH]cn1.CC(N)=O", "relative_energy_kcal_mol": 4.1, "homo_energy_ev": -8.21, "orbital_gap_ev": 8.840, "max_force_ev_per_a": 1.00, "energy_ha": -474.7596}

---

[2]
{"formula": "C6H11N3O", "method": "the ωB97M-V functional and the def2-TZVPD basis", "elements": ["C", "H", "N", "O", "C", "H", "H", "H", "H", "H", "H", "N", "C", "C", "H", "H", "C", "C", "N", "H", "H"], "positions_angstrom": [[2.24, 0.30, -0.72], [-3.81, 0.09, 0.70], [2.48, -1.03, -0.97], [-2.08, -0.24, -2.07], [-2.31, -0.21, -0.87], [0.53, 2.05, 0.98], [-0.36, -0.31, -0.31], [-1.35, -0.26, 1.04], [-4.32, -0.89, -0.65], [2.68, -1.41, -1.88], [2.20, 2.34, 1.41], [-1.31, -0.26, 0.03], [1.44, 1.58, 1.35], [-3.73, -0.02, -0.39], [2.44, 1.11, -1.40], [1.22, 1.27, 2.36], [1.85, 0.36, 0.59], [2.20, -1.71, 0.16], [1.82, -0.90, 1.13], [2.23, -2.77, 0.32], [-4.07, 0.90, -0.83]], "total_charge": 0, "smiles": "Cc1c[nH]cn1.CC(N)=O", "relative_energy_kcal_mol": 5.1, "homo_energy_ev": -8.94, "orbital_gap_ev": 9.777, "max_force_ev_per_a": 1.25, "energy_ha": -474.7581}

---

[3]
{"formula": "C6H11N3O", "method": "the ωB97M-V functional and the def2-TZVPD basis", "elements": ["C", "H", "H", "H", "C", "N", "H", "C", "C", "H", "O", "H", "H", "N", "N", "H", "C", "H", "H", "H", "C"], "positions_angstrom": [[0.59, 0.20, -0.46], [2.48, -0.05, -1.13], [2.45, 0.15, 3.66], [0.77, 0.83, 3.37], [-1.23, -1.43, -0.88], [1.69, 0.46, 2.98], [1.34, -0.39, -2.25], [-1.28, -2.63, -0.75], [1.85, 0.18, 1.78], [-2.75, 0.96, -1.63], [-1.61, 0.41, 0.54], [-1.54, -3.66, -0.96], [-1.12, 1.82, -1.66], [0.84, 0.44, 0.87], [1.52, 0.06, -1.37], [2.76, -0.20, 1.41], [-1.14, 0.02, -0.66], [-1.59, 0.41, -2.70], [-2.31, 0.99, 0.29], [-0.06, 0.55, 1.35], [-1.64, 0.88, -1.79]], "total_charge": 2, "smiles": "C#C[C@@](C)(O)C(=[NH2+])NC=[NH2+]", "relative_energy_kcal_mol": 57.4, "homo_energy_ev": -17.70, "orbital_gap_ev": 8.510, "max_force_ev_per_a": 5.13, "energy_ha": -473.9922}

---

[4]
{"formula": "C6H11N4", "method": "the ωB97M-V functional and the def2-TZVPD basis", "elements": ["C", "H", "C", "H", "H", "H", "H", "H", "H", "C", "H", "N", "C", "C", "N", "N", "H", "H", "N", "C", "H"], "positions_angstrom": [[0.14, -0.80, -0.17], [-1.83, 0.47, 1.61], [-1.17, 1.52, -0.83], [-0.87, -2.29, -0.76], [-0.81, 2.35, 0.03], [4.66, -0.28, 0.08], [-3.21, 0.09, 0.53], [-0.34, 1.59, -1.47], [2.87, -2.03, -0.50], [2.69, -1.00, -0.17], [-2.17, -1.33, 1.09], [-1.50, 0.19, -0.34], [3.58, -0.01, 0.09], [2.86, 1.17, 0.30], [0.01, -2.08, -0.34], [1.38, -0.31, -0.02], [0.69, -2.76, 0.03], [3.31, 2.18, 0.46], [1.56, 1.00, 0.21], [-2.21, -0.18, 0.81], [-2.16, 2.02, -1.17]], "total_charge": 1, "relative_energy_kcal_mol": 109.6, "homo_energy_ev": -13.13, "orbital_gap_ev": 8.610, "max_force_ev_per_a": 7.20, "energy_ha": -453.8436}

---

[5]
{"formula": "C6H11N4", "method": "the ωB97M-V functional and the def2-TZVPD basis", "elements": ["H", "N", "H", "H", "H", "C", "H", "H", "N", "C", "C", "H", "N", "C", "H", "H", "N", "H", "C", "H", "C"], "positions_angstrom": [[1.77, -1.81, -0.10], [-0.68, -0.33, -0.48], [-2.91, 2.08, -0.49], [1.16, 0.01, 2.02], [2.83, 0.09, 1.86], [1.78, 0.70, 0.14], [-0.81, 1.60, -1.38], [1.23, 0.44, -1.99], [-2.42, -1.00, 0.89], [-1.29, -1.26, 0.37], [-2.49, 1.20, -0.20], [-0.80, -2.16, 0.66], [1.64, -1.38, -1.01], [1.20, -0.14, -1.01], [2.74, 0.94, -0.32], [-3.82, 0.24, 1.39], [1.93, -0.12, 1.38], [1.30, 1.62, 0.34], [-2.97, 0.24, 0.67], [1.88, -1.76, -1.91], [-1.27, 0.80, -0.85]], "total_charge": 1, "relative_energy_kcal_mol": 43.0, "homo_energy_ev": -13.70, "orbital_gap_ev": 9.805, "max_force_ev_per_a": 4.75, "energy_ha": -453.9497}

---

[6]
{"formula": "C6H11N4", "method": "the ωB97M-V functional and the def2-TZVPD basis", "elements": ["H", "H", "C", "N", "C", "H", "H", "N", "H", "N", "C", "H", "H", "C", "H", "C", "H", "C", "H", "H", "N"], "positions_angstrom": [[1.13, 1.45, -2.26], [-2.65, -1.47, 0.92], [-1.74, -1.71, 1.41], [0.28, 1.20, -1.89], [1.59, 0.58, 0.21], [-0.37, 0.84, -2.54], [-1.80, -0.51, -1.85], [-1.85, -0.08, -0.95], [-1.72, -1.62, 2.46], [-0.69, -0.20, -0.20], [2.86, 1.38, -0.30], [-1.47, -2.72, 1.17], [3.72, 0.91, 0.28], [0.49, -0.74, 1.75], [-2.61, -0.49, -0.43], [0.46, 0.55, -0.69], [2.74, 2.42, -0.01], [-0.64, -0.83, 0.98], [0.66, -1.37, 2.73], [3.10, 1.13, -1.30], [1.59, -0.04, 1.34]], "total_charge": 1, "smiles": "Cc1ncc(C)n(N)c1=[NH2+]", "relative_energy_kcal_mol": 36.8, "homo_energy_ev": -13.22, "orbital_gap_ev": 8.836, "max_force_ev_per_a": 4.39, "energy_ha": -453.9596}

---

[7]
{"formula": "C6H11N4OP3", "method": "the ωB97M-V functional and the def2-TZVPD basis", "elements": ["H", "H", "H", "C", "H", "H", "N", "C", "N", "N", "O", "H", "H", "N", "H", "C", "P", "C", "H", "P", "C", "H", "P", "C", "H"], "positions_angstrom": [[-0.98, 1.08, -0.54], [2.68, 2.83, -0.05], [2.89, 2.60, -3.35], [-0.93, -1.09, -0.62], [-0.63, -3.13, -0.31], [-2.93, 1.11, 1.08], [2.91, 1.10, 1.79], [-1.10, -2.17, 0.12], [1.78, -0.30, 0.11], [3.01, 2.96, -2.39], [-0.02, -1.13, -1.67], [3.32, 1.24, 2.66], [-2.57, -3.21, 1.56], [1.49, 0.81, -0.72], [-3.96, -1.37, -0.12], [-2.14, -2.13, 1.15], [3.02, 1.83, -1.13], [-3.31, -1.14, 0.82], [2.60, 3.80, -2.38], [1.52, -0.72, -1.51], [-2.54, 0.17, 0.58], [-3.90, -1.09, 1.75], [2.86, -0.40, 1.37], [-1.46, 0.16, -0.25], [-1.63, -1.80, 2.06]], "total_charge": 0, "smiles": "[H]/N=P/n1n(PN)p1OC1=CCCC=C1", "relative_energy_kcal_mol": 50.6, "homo_energy_ev": -7.82, "orbital_gap_ev": 8.144, "max_force_ev_per_a": 5.12, "energy_ha": -1553.4342}

---

[8]
{"formula": "C6H11N5OS", "method": "the ωB97M-V functional and the def2-TZVPD basis", "elements": ["H", "N", "C", "H", "H", "C", "C", "H", "H", "H", "H", "H", "S", "C", "N", "N", "C", "C", "N", "H", "H", "O", "H", "N"], "positions_angstrom": [[0.85, 1.69, -0.16], [-0.38, -2.24, -0.11], [1.36, -0.32, 0.10], [-2.22, -2.17, 1.51], [3.75, 1.27, -0.62], [1.62, 1.08, -0.50], [3.02, 1.54, 0.02], [-1.20, -0.62, 1.76], [1.78, 1.14, -1.65], [-0.19, -0.42, -1.29], [2.20, -0.97, -0.03], [2.97, 2.59, 0.00], [-1.37, 2.11, 0.62], [-2.49, 1.03, 0.09], [-3.63, -0.80, -0.22], [-3.62, 1.30, -0.59], [-1.76, -1.22, 1.12], [0.36, -1.22, -0.83], [-4.30, 0.15, -0.79], [1.19, -0.11, 1.21], [0.95, -1.67, -1.66], [0.43, -2.93, 0.61], [3.22, 1.12, 1.07], [-2.51, -0.33, 0.32]], "total_charge": -2, "relative_energy_kcal_mol": 33.1, "homo_energy_ev": [1.28, 1.26], "orbital_gap_ev": [4.427, 4.443], "max_force_ev_per_a": 4.54, "energy_ha": -982.2081}